(1)
{"formula": "C5H19N2O4", "method": "wB97M-V/def2-TZVPD", "symbols": ["O", "O", "O", "O", "N", "N", "C", "C", "C", "C", "C", "H", "H", "H", "H", "H", "H", "H", "H", "H", "H", "H", "H", "H", "H", "H", "H", "H", "H", "H"], "xyz": [[-1.559794, -2.190246, 0.798777], [-1.293786, 1.012461, -3.395368], [3.139403, -0.802912, 2.689930], [-2.358635, 2.284859, -1.137092], [0.841545, -1.618434, 1.126738], [-2.000305, -0.874756, -1.081376], [1.343267, 1.270285, 1.064425], [0.213014, -0.769613, -0.030455], [0.055821, 0.736915, 0.395197], [-1.268139, -1.370443, -0.020820], [2.451163, 1.273306, -0.041788], [0.525210, -0.832461, -1.058506], [-2.717807, 2.919573, -1.746706], [-2.973921, -1.030180, -1.087015], [3.404040, 1.429503, 0.411037], [2.386225, -0.596977, 3.389178], [3.953706, -0.238950, 2.598356], [-0.328243, 1.483401, -0.306394], [1.386500, -2.414588, 0.655411], [-1.026504, 1.805076, -2.991031], [-0.725604, 0.983389, -4.172297], [1.263973, 2.353747, 1.417313], [1.708353, 0.657766, 1.862490], [-1.673721, -0.055079, -1.603533], [-0.722689, 1.038436, 1.246552], [2.406590, 0.332911, -0.581807], [-3.131429, 1.764331, -0.748890], [1.632340, -1.247843, 1.649247], [2.446135, 1.945140, -0.880035], [0.109908, -2.120852, 1.779767]], "forces_ev_per_angstrom": [[-1.008, -0.709, 0.734], [-0.048, -1.477, -0.904], [-1.783, -0.139, 1.028], [-0.976, -1.520, 1.363], [0.889, -2.454, -1.948], [1.549, -0.092, 1.457], [0.718, 2.285, -2.793], [-3.625, 0.923, 2.800], [-0.664, 1.483, 3.720], [1.075, 1.752, -2.562], [-0.324, -0.736, 0.568], [1.312, -0.714, 0.119], [-0.582, 0.387, -0.303], [-1.067, -0.403, -0.065], [0.913, -0.245, 0.238], [3.516, 0.237, -1.604], [-1.713, -0.318, 0.985], [0.505, -0.829, -0.863], [-1.308, 0.937, 0.653], [0.282, 1.728, 1.123], [-0.129, -0.351, -0.214], [-0.378, -1.576, -0.208], [-0.135, -0.018, 0.416], [-0.079, -0.506, 0.085], [0.859, -1.926, -1.509], [0.535, -0.567, 0.257], [1.449, 1.325, -0.936], [0.248, 1.055, 0.237], [-0.841, 1.063, 0.030], [0.812, 1.406, -1.904]], "relative_energy_kcal_mol": 53.88, "total_charge": 1, "orbital_gap_ev": 10.92}

=====

(2)
{"formula": "C5H19NO4S", "method": "wB97M-V/def2-TZVPD", "symbols": ["S", "O", "O", "O", "O", "N", "C", "C", "C", "C", "C", "H", "H", "H", "H", "H", "H", "H", "H", "H", "H", "H", "H", "H", "H", "H", "H", "H", "H", "H"], "xyz": [[0.949701, 2.772931, 0.267515], [-3.393168, -0.205638, -0.035955], [-0.191013, -2.682105, 1.815871], [1.574492, -2.392298, -0.205695], [-2.915837, -1.172017, 2.371026], [-1.029636, -0.818973, -0.701472], [0.189760, 2.133370, -1.377465], [0.613883, 0.791155, -1.868801], [1.335427, -1.613992, -1.322046], [2.409565, 2.026813, 0.714787], [0.443318, -0.425643, -0.804424], [2.441455, 2.079855, 1.876781], [2.348212, -1.227505, -1.705118], [3.276401, 2.276553, 0.198021], [-2.379555, -0.912695, 3.138399], [0.325282, 3.003918, -2.075969], [-3.209503, -0.988808, 0.552546], [-0.825517, 1.953333, -1.118069], [-3.829173, 0.341448, 0.654913], [-0.373842, -2.747575, 0.765597], [1.698540, 0.678234, -2.145231], [0.703849, -0.118389, 0.283716], [-1.467729, 0.036053, -0.318078], [0.835545, -2.641008, 1.767093], [2.202291, -3.142466, -0.527671], [-1.499235, -0.889820, -1.547445], [0.800684, -2.152750, -2.111608], [0.155741, 0.432515, -2.809759], [-2.116978, -1.471906, 1.754941], [2.378255, 1.003158, 0.382735]], "forces_ev_per_angstrom": [[-3.158, 1.511, -1.160], [-1.108, -0.302, 1.640], [1.778, -0.241, -3.450], [2.342, -3.484, -0.388], [3.027, -0.920, -1.191], [2.768, 1.385, 2.622], [1.376, 0.856, 0.336], [2.548, -2.623, 0.449], [0.203, 2.565, 0.039], [0.439, -2.298, 2.000], [-1.125, 0.719, -1.020], [0.379, -0.129, -2.175], [-1.503, -0.323, 0.192], [1.751, 1.627, -0.373], [-0.446, -0.068, -0.044], [-0.313, -1.195, 0.457], [-0.379, 1.161, -1.349], [-1.111, 0.752, 0.311], [0.237, -0.229, -0.850], [0.518, 0.397, 3.562], [-0.629, 0.900, 0.308], [-0.084, -0.580, -2.020], [0.098, -1.023, 0.120], [-2.730, 0.008, 0.207], [-1.669, 1.764, 1.162], [-0.571, -0.406, -2.330], [0.077, 0.033, -0.061], [-0.441, 0.554, 0.446], [-1.998, 0.583, 1.939], [-0.273, -0.994, 0.622]], "relative_energy_kcal_mol": 66.11, "total_charge": 0, "smiles": "CSCC[C@@H](N)CO.O.O.O", "orbital_gap_ev": 8.83}

=====

(3)
{"formula": "C5H19NO5", "method": "wB97M-V/def2-TZVPD", "symbols": ["O", "O", "O", "O", "O", "N", "C", "C", "C", "C", "C", "H", "H", "H", "H", "H", "H", "H", "H", "H", "H", "H", "H", "H", "H", "H", "H", "H", "H", "H"], "xyz": [[-0.163454, -2.315813, 1.241934], [2.134533, -2.352176, -0.089018], [-0.439269, 4.104180, 0.564749], [1.353685, -0.980041, -3.226250], [1.859659, 0.462168, -1.086592], [-0.498588, 1.474260, 1.721714], [-2.036666, -0.946691, 0.412087], [-1.423621, -2.332776, 0.499236], [0.094231, 0.595225, 0.686516], [1.126325, 1.274821, -0.199710], [-1.094300, 0.109836, -0.156459], [-0.736344, -0.238954, -1.133330], [1.850637, -2.602465, -0.968126], [-1.054225, 3.946796, -0.157679], [0.726593, 2.125876, -0.746898], [0.652489, -0.149070, 1.250746], [0.750702, -0.385558, -2.796331], [0.327608, 4.652637, 0.358279], [1.347342, -2.460803, 0.498718], [1.866278, 1.733159, 0.478787], [-2.382079, -0.635586, 1.400856], [-0.983541, -2.672663, -0.441875], [2.099798, -0.423977, -3.430690], [-0.234704, -2.673325, 2.132667], [2.000663, -0.422115, -0.713854], [0.227590, 1.824079, 2.357648], [-1.596787, 1.047027, -0.407160], [-2.887440, -1.036197, -0.264846], [-2.078867, -3.084640, 0.934839], [-0.808236, 2.362777, 1.280031]], "forces_ev_per_angstrom": [[-0.412, -0.144, 0.832], [-0.046, 0.261, 0.477], [-0.102, 0.091, 0.721], [-0.172, -1.082, -0.782], [-0.565, 0.035, -0.290], [0.382, 0.983, -0.277], [0.189, 0.038, 0.131], [1.767, 0.082, 0.170], [-0.483, 0.320, 0.394], [1.222, 0.844, 0.963], [0.786, -0.260, -0.478], [0.142, -0.190, 0.089], [-0.107, -0.140, -0.335], [0.553, 0.603, -0.371], [-0.328, -0.133, -0.360], [-0.352, -0.480, -0.297], [-0.220, 0.423, 0.475], [-0.545, -0.151, -0.610], [0.385, 0.086, -0.584], [-0.207, 0.093, 0.165], [-0.113, -0.018, -0.056], [-1.031, 0.005, -0.469], [0.420, 0.244, 0.035], [-0.315, 0.106, -0.064], [0.048, -0.129, 0.241], [-0.194, -0.433, -0.185], [-0.513, -0.106, 0.112], [-0.243, 0.059, 0.130], [-0.162, 0.039, -0.182], [0.219, -1.047, 0.410]], "relative_energy_kcal_mol": 24.63, "total_charge": 0, "smiles": "N[C@H](CO)CCCO.O.O.O", "orbital_gap_ev": 9.56}

=====

(4)
{"formula": "C5H19O6", "method": "wB97M-V/def2-TZVPD", "symbols": ["O", "O", "O", "O", "O", "O", "C", "C", "C", "C", "C", "H", "H", "H", "H", "H", "H", "H", "H", "H", "H", "H", "H", "H", "H", "H", "H", "H", "H", "H"], "xyz": [[1.112001, -1.925684, -0.923914], [0.536698, 0.558368, -0.502165], [-0.798729, 1.980239, 1.418471], [0.019075, -1.710144, 2.360159], [2.260133, 2.011001, 0.680379], [3.085834, -0.597489, 1.096831], [-2.788604, -0.274781, 0.547488], [-0.249970, 1.180314, -1.470521], [-1.081432, 0.220009, -2.336588], [-1.780416, -0.844923, -0.091049], [-1.795046, -1.011044, -1.593503], [0.813540, -0.958338, -0.957942], [-1.178247, -1.839980, -1.927972], [-2.779781, -1.072911, -1.976836], [2.972241, 0.365149, 1.192783], [-0.530912, -0.049627, -3.245700], [-0.962044, -1.278686, 0.475835], [1.584297, 1.431346, 0.091447], [-0.512209, -0.916820, 2.095049], [-3.609303, 0.375284, 0.218699], [2.817727, 2.506876, 0.073211], [-0.508113, 1.343539, 0.716173], [0.400123, 1.765265, -2.211222], [-2.709970, -0.173460, 1.629506], [-0.795534, 1.945718, -0.894138], [0.825253, -1.155558, 2.461827], [2.604175, -0.794132, 0.273256], [-2.007123, 0.775427, -2.707878], [0.146912, 2.222553, 1.550242], [0.569301, -2.253560, -0.205635]], "forces_ev_per_angstrom": [[-0.037, 0.345, -0.440], [0.248, -0.280, -0.382], [1.740, -0.272, -0.196], [0.221, 2.355, -0.105], [-0.508, -0.214, -0.355], [-0.065, -0.037, -0.022], [-0.017, 1.048, 1.628], [1.162, 0.875, -0.336], [-2.537, 0.846, 0.171], [-1.022, -0.620, -1.145], [2.841, 1.223, -0.212], [0.532, -0.291, 0.338], [-0.367, -0.557, 0.377], [-0.997, -0.263, -0.227], [-0.005, -0.083, -0.153], [-0.016, -0.412, 0.392], [-0.423, 0.051, -0.410], [0.371, 0.372, 0.289], [-0.228, -1.112, 0.342], [0.281, -0.747, -0.791], [-0.123, -0.087, 0.015], [-0.799, -0.368, 0.174], [-0.605, -0.422, 0.637], [0.069, -0.180, 0.024], [-0.771, -0.061, -0.991], [0.288, -1.147, -0.015], [0.020, -0.190, 0.312], [1.347, -0.060, 0.160], [-0.722, 0.600, 0.613], [0.123, -0.312, 0.306]], "relative_energy_kcal_mol": 11.11, "total_charge": -1, "orbital_gap_ev": 8.86}

=====

| no. | HOMO level (eV) |
| --- | --- |
| 1 | -13.9 |
| 2 | -8.5 |
| 3 | -9.1 |
| 4 | -5.3 |